1.
Below is a single C5H5NO molecule, with properties calculated with wB97M-V/def2-TZVPD.

* LUMO level: 0.0 eV
* 2S+1: 1
* calculated total energy: -323.400467 Eh
* HOMO level: -10.118 eV
* SMILES: C#CC(=O)[C@H]1CN1
* ΔE to the lowest compared entry with this formula, charge and spin: 313.01 kJ/mol
* maximum force: 0.63 eV/Å

XYZ file:
```
12
Properties=species:S:1:pos:R:3:forces:R:3
O -2.312 0.739 -0.389 0.47 -0.13 -0.06
C -1.139 0.446 -0.304 -0.30 0.01 0.04
C -0.091 1.408 -0.664 0.41 0.42 -0.23
C 0.756 2.168 -1.062 -0.39 -0.35 0.20
C -0.694 -0.903 0.176 -0.22 -0.02 -0.10
C 0.746 -1.244 0.271 0.21 -0.08 -0.18
N -0.014 -0.966 1.476 0.05 0.18 0.22
H 1.497 2.845 -1.430 -0.13 -0.10 0.11
H -1.441 -1.678 0.022 0.10 0.14 0.02
H 1.464 -0.502 -0.075 -0.14 -0.15 0.04
H 1.045 -2.281 0.149 -0.07 0.16 -0.01
H 0.182 -0.031 1.829 0.01 -0.07 -0.08
```
Forces are in eV/Å.

---

2.
Below is a molecular structure, C34H28AsF6NO4PRhS2 in a non-equilibrium geometry, with properties calculated with wB97M-V/def2-TZVPD.

* LUMO level (alpha / beta): 4.0 / 4.0 eV
* total charge: -2
* 2S+1: 1
* calculated total energy: -5751.377587 Eh
* HOMO level (alpha / beta): -2.280 / -2.446 eV
* ΔE to the lowest compared entry with this formula, charge and spin: 121.29 kJ/mol
* maximum force: 1.03 eV/Å

XYZ file:
```
78
Properties=species:S:1:pos:R:3:forces:R:3
Rh 0.216 -0.402 -0.665 -0.80 0.62 -0.14
O 1.867 -0.761 -0.532 0.17 -0.24 0.15
C -0.984 0.977 6.624 -0.01 0.00 0.00
C -1.854 0.819 5.553 -0.01 -0.01 0.00
C -1.368 0.440 4.310 -0.03 -0.04 -0.01
C -0.009 0.206 4.118 0.00 0.15 0.06
C 0.856 0.359 5.198 -0.07 0.00 0.01
C 0.371 0.744 6.443 0.03 -0.01 -0.02
As 0.525 -0.411 2.327 0.19 -0.29 -0.28
C 2.464 -0.312 2.513 0.05 0.15 0.14
C 3.041 0.901 2.886 -0.02 -0.02 -0.07
C 4.419 1.039 2.966 0.02 0.00 0.00
C 5.241 -0.036 2.661 0.02 0.03 0.01
C 4.677 -1.239 2.264 -0.06 -0.03 -0.03
C 3.297 -1.376 2.184 0.01 0.04 -0.02
C 0.265 -2.298 2.782 0.03 -0.09 -0.01
C 0.966 -2.928 3.810 -0.07 0.00 0.00
C 0.717 -4.255 4.120 0.00 0.01 0.00
C -0.242 -4.967 3.405 0.01 -0.01 0.01
C -0.945 -4.346 2.387 0.00 0.07 -0.02
C -0.695 -3.011 2.075 0.00 -0.06 -0.03
H -1.361 1.279 7.594 0.00 0.00 0.00
H -2.914 0.998 5.681 0.00 0.00 0.00
H -2.057 0.323 3.481 0.04 0.02 0.02
H 1.915 0.175 5.076 0.02 0.00 0.00
H 1.059 0.858 7.272 0.00 0.00 0.00
H 2.408 1.753 3.109 -0.01 0.00 0.00
H 4.848 1.991 3.255 0.00 0.00 0.00
H 6.318 0.069 2.714 0.00 0.00 0.00
H 5.312 -2.075 1.994 0.00 0.00 0.00
H 2.869 -2.308 1.844 -0.01 -0.01 -0.01
H 1.713 -2.379 4.373 0.00 0.01 -0.01
H 1.271 -4.734 4.918 0.00 -0.01 0.00
H -0.433 -6.008 3.642 0.00 0.00 0.00
H -1.686 -4.889 1.814 0.00 -0.01 0.01
H -1.235 -2.549 1.256 0.04 -0.02 -0.01
S 0.798 -0.805 -6.767 0.19 -0.16 0.06
P -0.017 0.008 -5.157 -0.74 0.59 -0.02
S 0.531 -0.490 -3.324 0.75 -0.42 -0.05
C -1.856 -0.202 -5.279 0.05 0.02 -0.02
C -2.631 -0.233 -4.124 0.14 -0.08 -0.08
C -4.011 -0.364 -4.204 -0.06 0.00 0.02
C -4.630 -0.461 -5.442 0.01 0.00 0.02
C -3.863 -0.436 -6.600 0.02 0.00 -0.02
C -2.483 -0.311 -6.518 0.04 0.05 0.01
C 0.096 1.855 -5.342 0.01 -0.07 -0.01
C 0.069 2.424 -6.614 -0.03 -0.06 -0.02
C 0.117 3.800 -6.777 -0.01 -0.04 -0.06
C 0.198 4.627 -5.666 0.02 0.03 0.07
C 0.233 4.071 -4.396 0.02 -0.02 -0.03
C 0.181 2.691 -4.232 0.02 -0.14 -0.06
H -2.137 -0.187 -3.162 -0.02 -0.01 0.01
H -4.595 -0.406 -3.293 0.02 -0.02 0.01
H -5.707 -0.571 -5.504 0.00 0.00 0.00
H -4.340 -0.527 -7.570 0.01 0.00 0.00
H -1.869 -0.317 -7.411 -0.02 -0.01 -0.01
H 0.031 1.765 -7.474 0.01 0.02 0.00
H 0.100 4.228 -7.773 -0.01 -0.01 0.00
H 0.242 5.704 -5.791 0.00 0.00 0.01
H 0.306 4.706 -3.524 -0.01 0.03 0.02
H 0.228 2.248 -3.244 -0.04 0.01 0.04
O -3.455 -2.258 -0.739 0.35 0.46 -0.06
N -2.641 -1.362 -0.912 0.03 -0.71 -0.07
O -1.412 -1.751 -0.751 -0.39 0.32 0.15
C -2.913 2.144 -1.752 0.00 0.00 0.10
C -1.981 2.221 -0.533 -0.07 -0.16 -0.13
O -0.937 1.384 -0.601 0.17 0.01 0.15
C -1.414 3.665 -0.435 0.07 0.04 0.01
F -0.671 3.950 -1.515 -0.03 -0.01 0.01
F -0.621 3.856 0.634 -0.01 0.01 -0.01
F -2.370 4.629 -0.373 -0.01 -0.02 0.00
C -2.841 1.963 0.731 0.03 -0.04 0.21
F -3.348 0.725 0.739 0.04 0.13 0.04
F -3.900 2.810 0.848 -0.01 -0.03 0.01
F -2.135 2.097 1.877 -0.07 -0.01 -0.06
H -2.320 2.335 -2.645 -0.01 0.00 -0.02
H -3.746 2.847 -1.702 0.02 0.00 -0.01
H -3.287 1.123 -1.799 -0.02 0.04 0.02
```
Forces are in eV/Å.